Computed, not measured: C6H13B2FRb as an isolated structure, with wB97M-V/def2-TZVPD.

Last column: Löwdin charge in e.
Cartesian coordinates (Å):
Rb (1.33911, -3.28690, -5.10812)  0.852
B (1.27763, -2.19119, -8.02849)  -0.507
H (1.19104, -1.90810, -9.19823)  -0.064
H (2.09161, -1.52326, -7.43187)  -0.089
H (0.24885, -2.05918, -7.42830)  -0.084
H (1.53836, -3.36255, -7.89245)  -0.118
B (-1.89736, -3.53002, -5.58887)  -0.529
H (-3.01988, -3.68853, -5.14703)  -0.083
H (-1.53710, -2.41453, -5.26780)  -0.092
H (-1.16880, -4.35999, -5.10033)  -0.134
H (-1.93517, -3.51929, -6.79557)  -0.060
F (2.20393, -6.12345, -5.09903)  -0.025
C (2.18367, -6.86601, -6.24207)  -0.272
C (2.58936, -8.17938, -6.20346)  -0.024
C (2.56322, -8.87964, -7.40426)  -0.100
C (2.13013, -8.29171, -8.58401)  -0.096
C (1.79221, -6.94290, -8.59138)  -0.052
C (1.78602, -6.23701, -7.40100)  0.001
H (2.96657, -8.61190, -5.28708)  0.113
H (2.84498, -9.92537, -7.35718)  0.098
H (2.07665, -8.90645, -9.47240)  0.096
H (1.50318, -6.43676, -9.50207)  0.116
H (1.64675, -5.16076, -7.36700)  0.054

Values from the calculation:
Energy relative to the best compared isomer or geometry (same formula, charge and spin): 0.0 kcal per mole
Total charge: -1
HOMO-LUMO gap: 6.83 eV
E_tot: -11157.5605 eV